The following is a DFT calculation (ωB97M-V/def2-TZVPD) of C56H89BIN4O24S as an isolated structure.

```
! RIJCOSX wB97M-V def2-TZVPD def2/J DEFGRID3
* xyz 1 1
C -2.15 5.33 0.52
C -0.70 5.03 -0.13
O -0.10 5.99 -0.64
N -0.23 3.63 -0.06
C 1.14 3.68 0.52
C 1.34 2.92 1.92
O 2.14 4.21 0.00
C -0.22 2.98 -1.44
C -1.45 3.53 -2.28
C -1.65 2.50 -3.48
C -1.83 0.96 -3.06
C -3.39 0.65 -3.28
C -3.79 0.60 -4.85
S -5.64 0.84 -5.08
C -6.03 2.47 -4.36
N -7.27 3.08 -4.00
N -6.90 4.29 -3.48
C -5.51 4.54 -3.46
O -5.00 3.36 -4.05
N -1.23 0.51 -1.77
C -2.13 0.18 -0.63
B -2.87 1.39 0.16
O -2.27 1.80 1.41
O -4.06 2.09 -0.25
O -0.42 -0.59 -2.10
C -1.08 -1.83 -2.31
C -0.90 -2.91 -1.10
C 0.52 -3.65 -1.41
C -2.14 -3.94 -1.04
C -3.34 -3.40 -0.11
C -1.58 -5.29 -0.33
C -0.11 1.43 -1.21
I 1.86 0.87 -2.12
H -3.00 4.91 -0.10
H -2.24 4.88 1.57
H -2.34 6.46 0.61
H 0.33 2.52 2.27
H 1.67 3.67 2.73
H 2.03 2.02 1.83
H 0.73 3.39 -1.94
H -2.43 3.64 -1.72
H -1.24 4.55 -2.77
H -2.52 2.90 -4.13
H -0.72 2.59 -4.15
H -1.31 0.40 -3.93
H -3.75 -0.34 -2.85
H -3.97 1.48 -2.76
H -3.27 1.41 -5.45
H -3.53 -0.42 -5.27
H -4.92 5.42 -3.08
H -1.48 -0.35 0.15
H -2.97 -0.56 -0.86
H -2.90 2.38 1.88
H -4.82 1.81 0.30
H -0.59 -2.34 -3.21
H -2.19 -1.82 -2.54
H -0.78 -2.42 -0.08
H 0.92 -4.04 -0.42
H 1.20 -2.85 -1.87
H 0.33 -4.48 -2.16
H -2.53 -4.19 -2.08
H -2.88 -2.69 0.66
H -3.89 -4.25 0.43
H -4.15 -2.85 -0.71
H -0.90 -4.97 0.54
H -1.05 -5.94 -1.09
H -2.43 -5.89 0.11
H 0.08 1.22 -0.10
O 2.91 4.49 4.05
C 3.31 5.60 3.82
O 3.02 6.69 4.58
C 3.56 7.86 3.96
C 4.67 7.36 3.06
C 4.16 6.00 2.64
H 2.77 8.36 3.40
H 3.94 8.54 4.73
H 4.89 8.03 2.23
H 5.59 7.24 3.64
H 3.52 6.07 1.75
H 4.97 5.30 2.48
O -6.35 -4.59 -1.91
C -5.70 -5.29 -2.64
O -4.38 -5.57 -2.45
C -3.89 -6.34 -3.56
C -5.11 -6.98 -4.17
C -6.19 -5.94 -3.91
H -3.38 -5.66 -4.25
H -3.17 -7.08 -3.20
H -4.99 -7.22 -5.23
H -5.35 -7.90 -3.64
H -6.24 -5.19 -4.70
H -7.16 -6.41 -3.76
O 7.16 6.04 1.01
C 7.72 5.80 2.05
O 7.11 5.84 3.27
C 8.08 5.61 4.30
C 9.22 4.89 3.62
C 9.18 5.47 2.22
H 8.38 6.58 4.71
H 7.63 5.01 5.09
H 10.17 5.03 4.12
H 9.01 3.82 3.58
H 9.77 6.39 2.14
H 9.50 4.74 1.47
O -3.55 -0.79 7.06
C -3.09 -0.24 6.10
O -3.15 -0.73 4.83
C -2.41 0.12 3.95
C -2.34 1.46 4.66
C -2.32 1.06 6.12
H -1.42 -0.32 3.80
H -2.92 0.20 2.99
H -1.48 2.06 4.36
H -3.24 2.04 4.45
H -1.30 0.86 6.47
H -2.81 1.80 6.75
O -6.20 -10.32 -5.11
C -5.14 -10.57 -5.63
O -4.25 -9.63 -6.04
C -3.16 -10.27 -6.71
C -3.16 -11.70 -6.22
C -4.64 -11.95 -5.97
H -3.33 -10.20 -7.79
H -2.23 -9.76 -6.47
H -2.71 -12.40 -6.92
H -2.62 -11.76 -5.27
H -5.15 -12.30 -6.87
H -4.80 -12.64 -5.14
O 11.68 4.64 1.74
C 12.58 4.90 2.50
O 12.42 5.58 3.67
C 13.70 5.81 4.26
C 14.61 4.76 3.67
C 14.03 4.57 2.28
H 14.02 6.83 4.01
H 13.62 5.72 5.35
H 15.66 5.05 3.67
H 14.52 3.83 4.24
H 14.45 5.28 1.57
H 14.16 3.55 1.93
O -8.86 -9.20 -10.42
C -8.54 -8.80 -9.33
O -7.38 -9.12 -8.71
C -7.37 -8.56 -7.39
C -8.37 -7.42 -7.44
C -9.38 -7.91 -8.45
H -7.67 -9.34 -6.68
H -6.37 -8.22 -7.14
H -8.79 -7.18 -6.46
H -7.88 -6.52 -7.82
H -10.16 -8.52 -7.98
H -9.82 -7.09 -9.01
O 7.56 -0.27 1.48
C 7.31 0.72 0.84
O 6.05 1.05 0.44
C 6.12 2.22 -0.38
C 7.41 2.90 -0.01
C 8.30 1.73 0.35
H 6.09 1.92 -1.43
H 5.25 2.86 -0.19
H 7.82 3.53 -0.80
H 7.26 3.53 0.87
H 8.82 1.32 -0.53
H 9.02 1.99 1.13
O -3.28 3.81 10.71
C -3.08 2.63 10.57
O -2.77 2.05 9.38
C -2.71 0.63 9.54
C -2.47 0.41 11.01
C -3.19 1.58 11.64
H -3.66 0.20 9.20
H -1.91 0.22 8.93
H -2.83 -0.57 11.36
H -1.40 0.47 11.23
H -4.25 1.37 11.82
H -2.70 1.91 12.56
*
```

Computed properties:
Calculated total energy   -4932.39498 hartree